Entry 1:
{"formula": "C24H19BrN6OSTe4Zr", "method": "wB97M-V/def2-TZVPD", "multiplicity": 1, "max_force_ev_per_a": 1.91, "total_charge": 0, "de_lowest_ev": 0.000, "homo_energy_ha": -0.217, "species": ["Zr", "C", "C", "N", "N", "C", "N", "S", "C", "C", "C", "C", "C", "N", "H", "H", "H", "H", "H", "H", "H", "H", "H", "Br", "C", "C", "C", "C", "O", "C", "C", "N", "C", "C", "C", "C", "C", "C", "C", "C", "N", "C", "C", "H", "H", "H", "H", "H", "H", "H", "H", "H", "H", "Te", "Te", "Te", "Te"], "xyz": [[0.393, 0.056, -1.135], [-3.528, 1.572, 0.979], [-2.511, 0.908, 0.113], [-1.248, 1.057, 0.254], [-0.799, 1.879, 1.278], [0.121, 2.683, 0.819], [0.736, 3.513, 1.696], [0.560, 2.720, -0.874], [-2.898, 0.069, -1.039], [-4.193, -0.386, -1.233], [-4.467, -1.185, -2.331], [-3.438, -1.514, -3.194], [-2.168, -1.028, -2.932], [-1.904, -0.237, -1.889], [-3.116, 2.493, 1.382], [-3.778, 0.924, 1.823], [-4.439, 1.785, 0.424], [0.318, 3.622, 2.605], [1.264, 4.281, 1.322], [-4.968, -0.130, -0.525], [-5.471, -1.552, -2.501], [-3.601, -2.138, -4.061], [-1.323, -1.274, -3.566], [-3.729, -3.925, 3.629], [-2.578, -3.315, 2.252], [-2.751, -3.796, 0.947], [-1.936, -3.359, -0.068], [-0.937, -2.397, 0.180], [-0.217, -1.921, -0.792], [-0.744, -1.954, 1.505], [0.365, -1.117, 1.836], [1.170, -0.559, 0.992], [2.300, 0.143, 1.476], [2.687, 0.274, 2.789], [3.830, 1.018, 3.121], [4.599, 1.597, 2.148], [4.253, 1.437, 0.791], [5.033, 1.938, -0.280], [4.660, 1.669, -1.562], [3.477, 0.945, -1.798], [2.703, 0.505, -0.835], [3.104, 0.696, 0.456], [-1.577, -2.427, 2.536], [-3.532, -4.517, 0.745], [-2.051, -3.728, -1.079], [0.493, -0.971, 2.907], [2.120, -0.178, 3.589], [4.104, 1.122, 4.162], [5.486, 2.163, 2.402], [5.927, 2.511, -0.063], [5.232, 2.012, -2.413], [3.160, 0.747, -2.813], [-1.420, -2.082, 3.551], [0.179, 1.342, -3.945], [2.516, 1.420, -5.261], [2.945, -1.305, -5.375], [1.584, -2.106, -3.144]]}

Entry 2:
{"formula": "C24H19Cl2FN2O2", "method": "wB97M-V/def2-TZVPD", "multiplicity": 1, "max_force_ev_per_a": 3.59, "total_charge": 0, "de_lowest_ev": 2.136, "homo_energy_ha": -0.302, "smiles": "O=C(O)[C@H]1C[C@@H]1c1ccc(N[C@@H]2CCc3c(-c4c(Cl)cccc4Cl)ccc(F)c32)cn1", "species": ["O", "C", "O", "C", "C", "C", "C", "C", "C", "C", "N", "C", "C", "C", "C", "C", "C", "C", "Cl", "C", "C", "C", "C", "Cl", "C", "C", "C", "F", "C", "C", "N", "H", "H", "H", "H", "H", "H", "H", "H", "H", "H", "H", "H", "H", "H", "H", "H", "H", "H", "H"], "xyz": [[-6.201, 0.462, -5.409], [-5.118, -0.015, -5.168], [-4.902, -1.317, -5.374], [-3.896, 0.741, -4.725], [-3.611, 2.035, -5.513], [-3.896, 2.141, -4.066], [-2.773, 2.245, -3.005], [-3.175, 2.662, -1.729], [-2.147, 2.509, -0.676], [-0.890, 2.025, -1.093], [-0.002, 1.709, -0.009], [1.201, 0.915, -0.150], [0.887, -0.584, -0.454], [1.039, -1.276, 0.835], [1.751, -0.348, 1.788], [2.351, -0.730, 2.993], [2.556, -2.084, 3.620], [3.859, -2.520, 3.975], [5.321, -1.792, 3.268], [4.063, -3.682, 4.762], [2.960, -4.478, 4.979], [1.677, -4.056, 4.652], [1.414, -2.837, 4.011], [-0.149, -2.493, 3.445], [3.076, 0.320, 3.651], [3.286, 1.577, 3.066], [2.558, 2.005, 1.929], [2.681, 3.295, 1.412], [1.892, 0.976, 1.202], [-0.589, 1.800, -2.419], [-1.538, 1.841, -3.366], [-3.968, -1.495, -5.143], [-2.989, 0.096, -4.687], [-2.619, 2.298, -5.776], [-4.383, 2.306, -6.252], [-4.897, 2.609, -3.839], [-4.299, 2.824, -1.614], [-2.288, 2.668, 0.397], [-0.121, 2.192, 0.879], [1.818, 1.409, -0.909], [-0.138, -0.524, -0.742], [1.555, -1.025, -1.339], [1.676, -2.197, 0.749], [0.033, -1.464, 1.180], [5.081, -4.023, 5.047], [3.200, -5.539, 5.238], [0.866, -4.703, 4.849], [3.539, 0.069, 4.624], [3.985, 2.189, 3.613], [0.265, 1.266, -2.710]]}

Entry 3:
{"formula": "C24H19N3NaO3S3", "method": "wB97M-V/def2-TZVPD", "multiplicity": 1, "max_force_ev_per_a": 3.33, "total_charge": -1, "de_lowest_ev": 0.000, "homo_energy_ha": -0.180, "species": ["Na", "S", "C", "N", "C", "C", "C", "C", "C", "C", "S", "H", "H", "H", "H", "C", "C", "C", "C", "N", "C", "C", "C", "C", "C", "C", "N", "H", "H", "H", "H", "H", "H", "H", "H", "C", "C", "C", "C", "C", "C", "C", "S", "O", "O", "O", "H", "H", "H", "H", "H", "H", "H"], "xyz": [[12.423, 13.240, 6.620], [13.400, 13.481, 4.269], [13.203, 15.047, 4.814], [12.691, 15.374, 5.974], [12.732, 16.776, 6.226], [12.293, 17.489, 7.361], [12.372, 18.873, 7.315], [12.782, 19.565, 6.183], [13.286, 18.834, 5.121], [13.237, 17.489, 5.099], [13.698, 16.413, 3.774], [12.040, 16.883, 8.286], [12.088, 19.518, 8.145], [12.880, 20.635, 6.199], [13.641, 19.452, 4.261], [8.136, 10.951, 4.808], [7.868, 9.593, 5.217], [8.764, 8.962, 6.049], [9.919, 9.644, 6.401], [10.178, 10.864, 6.001], [9.345, 11.460, 5.161], [10.987, 8.969, 7.172], [11.870, 9.774, 7.942], [12.998, 9.167, 8.471], [13.047, 7.781, 8.406], [12.005, 7.068, 7.830], [10.970, 7.612, 7.235], [7.424, 11.438, 4.185], [6.953, 9.099, 4.842], [8.670, 7.928, 6.292], [9.646, 12.441, 4.756], [11.746, 10.835, 8.006], [13.744, 9.782, 8.932], [13.788, 7.238, 8.907], [11.950, 5.997, 7.832], [17.731, 14.565, 4.622], [17.022, 14.082, 5.879], [17.101, 12.755, 6.296], [16.542, 12.238, 7.466], [15.794, 13.129, 8.222], [15.739, 14.489, 7.882], [16.310, 14.943, 6.710], [14.544, 12.499, 9.308], [14.986, 11.181, 9.725], [14.357, 13.461, 10.396], [13.354, 12.381, 8.404], [17.249, 14.076, 3.746], [18.844, 14.378, 4.612], [17.561, 15.608, 4.400], [17.628, 12.145, 5.562], [16.457, 11.222, 7.784], [15.151, 15.172, 8.478], [16.272, 16.004, 6.508]]}